Density functional theory data (ωB97M-V/def2-TZVPD) for the molecule C17H22N4O5.

Multiplicity: 1
Frontier orbital gap in Ha: 0.36350
Total charge: 0
HOMO in eV: -9.48
LUMO level in eV: 0.413
ΔE to the lowest compared entry with this formula, charge and spin in eV: 2.2379
E in eV: -34182.73091
Structure (SMILES): C#CCOC(=O)CNC(=O)[C@H](CCCOC)NC(=O)c1cnc(C)cn1

CARTESIAN COORDINATES (ANGSTROEM)
C: -5.480 -2.553 -2.731
C: -5.481 -1.440 -3.170
C: -5.486 -0.084 -3.707
O: -5.000 0.871 -2.747
C: -3.664 0.941 -2.626
O: -2.888 0.307 -3.288
C: -3.281 1.960 -1.572
N: -1.864 1.972 -1.337
C: -1.326 1.280 -0.298
O: -1.991 0.836 0.621
C: 0.181 1.087 -0.362
C: 0.488 -0.102 -1.283
C: 1.982 -0.341 -1.450
C: 2.273 -1.507 -2.369
O: 1.745 -2.685 -1.793
C: 1.955 -3.813 -2.608
N: 0.651 0.873 0.988
C: 1.801 1.442 1.434
O: 2.550 2.080 0.722
C: 2.114 1.173 2.886
C: 1.716 0.007 3.530
N: 2.006 -0.232 4.804
C: 2.698 0.700 5.453
C: 3.023 0.451 6.894
C: 3.100 1.863 4.795
N: 2.819 2.101 3.525
H: -5.474 -3.541 -2.338
H: -4.878 -0.034 -4.610
H: -6.501 0.235 -3.932
H: -3.636 2.940 -1.898
H: -3.786 1.717 -0.639
H: -1.260 2.207 -2.106
H: 0.670 1.987 -0.745
H: 0.012 -0.994 -0.869
H: 0.027 0.075 -2.260
H: 2.464 0.555 -1.849
H: 2.442 -0.536 -0.479
H: 1.817 -1.342 -3.357
H: 3.355 -1.617 -2.518
H: 1.526 -4.673 -2.097
H: 1.468 -3.696 -3.583
H: 3.024 -3.992 -2.773
H: -0.048 0.539 1.636
H: 1.170 -0.767 3.003
H: 3.625 1.257 7.311
H: 2.104 0.361 7.473
H: 3.567 -0.488 6.996
H: 3.671 2.621 5.321



Density functional theory data (ωB97M-V/def2-TZVPD) for a cluster of 4 separate species, C2H12N2O3 in total at a distorted geometry.

Multiplicity: 1
Frontier orbital gap in Ha: 0.37827
Total charge: 0
HOMO in eV: -9.70
LUMO level in eV: 0.589
ΔE to the lowest compared entry with this formula, charge and spin in eV: 1.5183
E in eV: -11390.23056
Structure (SMILES): C/N=C\N.O.O.O

CARTESIAN COORDINATES (ANGSTROEM)
C: 2.704 -1.025 2.073
N: 1.471 -0.482 1.519
C: 1.542 0.409 0.606
N: 2.640 1.342 0.628
H: 3.447 -1.351 1.340
H: 3.260 -0.331 2.718
H: 2.379 -1.861 2.693
H: 0.597 0.816 0.253
H: 3.456 0.795 0.360
H: 2.542 2.133 0.008
O: -0.390 -2.510 0.838
H: -0.856 -2.613 1.666
H: 0.383 -1.951 1.048
O: -4.826 1.990 -0.022
H: -5.703 2.238 0.243
H: -4.329 1.673 0.754
O: -2.428 0.176 -5.699
H: -2.632 0.578 -4.843
H: -3.256 -0.028 -6.182



Density functional theory data (ωB97M-V/def2-TZVPD) for a cluster of 2 separate species, C28H32F5N4OSi in total at a distorted geometry.

Multiplicity: 1
Frontier orbital gap in Ha: 0.27005
Total charge: +1
HOMO in eV: -11.39
LUMO level in eV: -4.038
E in eV: -59021.30065

CARTESIAN COORDINATES (ANGSTROEM)
C: 1.707 -5.251 2.240
N: 1.531 -3.838 2.003
C: 2.580 -2.974 2.134
O: 3.717 -3.253 2.501
C: 2.069 -1.577 1.765
C: 2.744 -0.987 0.528
C: 4.218 -0.869 0.727
C: 5.101 -1.774 0.138
F: 4.604 -2.766 -0.646
C: 6.469 -1.730 0.383
F: 7.292 -2.647 -0.164
C: 6.980 -0.729 1.214
F: 8.301 -0.676 1.466
C: 6.122 0.209 1.793
F: 6.616 1.176 2.594
C: 4.757 0.125 1.543
F: 3.920 1.016 2.147
N: 0.644 -1.804 1.549
C: -0.134 -0.760 1.180
C: -1.508 -0.856 0.926
C: -2.357 0.224 0.624
C: -3.786 0.071 0.503
C: -4.658 1.197 0.445
C: -6.036 1.044 0.575
C: -6.585 -0.236 0.749
C: -5.755 -1.363 0.765
C: -4.385 -1.228 0.588
C: 0.239 -3.224 1.693
C: -0.316 -3.802 0.387
C: -0.724 -3.496 2.860
H: 2.773 -5.460 2.341
H: 1.194 -5.572 3.152
H: 1.308 -5.828 1.402
H: 2.214 -0.890 2.622
H: 2.540 -1.640 -0.332
H: 2.308 0.002 0.334
H: 0.399 0.203 1.203
H: -1.959 -1.848 1.040
H: -1.960 1.218 0.889
H: -4.221 2.194 0.364
H: -6.669 1.932 0.578
H: -7.657 -0.358 0.878
H: -6.160 -2.357 0.945
H: -3.752 -2.116 0.627
H: 0.441 -3.705 -0.403
H: -0.558 -4.862 0.531
H: -1.223 -3.278 0.080
H: -0.197 -3.351 3.813
H: -1.602 -2.845 2.823
H: -1.060 -4.541 2.815
C: -1.872 3.677 -4.910
Si: -0.667 4.246 -3.634
C: 1.062 3.665 -3.922
C: -0.698 6.100 -3.498
N: -1.244 3.433 -2.036
C: -1.485 2.126 -1.639
N: -1.935 2.072 -0.387
C: -1.948 3.378 0.087
C: -1.550 4.230 -0.906
H: -1.517 3.985 -5.902
H: -1.971 2.587 -4.903
H: -2.862 4.121 -4.752
H: 1.373 3.967 -4.930
H: 1.766 4.106 -3.207
H: 1.132 2.574 -3.856
H: -0.389 6.525 -4.463
H: -1.696 6.495 -3.280
H: -0.004 6.487 -2.743
H: -1.332 1.238 -2.236
H: -2.231 3.576 1.090
H: -1.457 5.294 -0.884



Density functional theory data (ωB97M-V/def2-TZVPD) for a cluster of 8 separate species, C6H27NO7 in total at a distorted geometry.

Multiplicity: 1
Frontier orbital gap in Ha: 0.34177
Total charge: 0
HOMO in eV: -9.16
LUMO level in eV: 0.137
ΔE to the lowest compared entry with this formula, charge and spin in eV: 1.8695
E in eV: -22481.77948
Structure (SMILES): C=CC[C@H](C)NC.O.O.O.O.O.O.O

CARTESIAN COORDINATES (ANGSTROEM)
C: 1.507 1.633 -1.093
C: 0.647 0.634 -0.926
C: -0.236 -0.098 -1.877
C: -0.991 -1.262 -1.256
C: -1.893 -1.811 -2.385
N: -1.783 -0.864 -0.076
C: -2.452 -1.986 0.637
H: 2.285 1.764 -0.324
H: 1.660 2.371 -1.847
H: 0.673 0.156 0.090
H: 0.354 -0.448 -2.730
H: -0.968 0.587 -2.334
H: -0.255 -2.001 -0.881
H: -1.715 -1.408 -3.366
H: -2.970 -1.810 -2.101
H: -1.586 -2.869 -2.537
H: -2.491 -0.163 -0.327
H: -2.886 -2.757 0.003
H: -1.622 -2.450 1.213
H: -3.226 -1.493 1.272
O: -0.882 1.129 1.870
H: -1.459 1.027 2.630
H: -0.842 0.383 1.240
O: -1.761 3.465 0.631
H: -1.357 2.722 1.143
H: -1.947 4.149 1.285
O: 1.929 1.255 2.755
H: 1.605 2.016 2.252
H: 1.037 0.964 3.052
O: 1.663 -2.316 0.664
H: 2.236 -1.709 1.169
H: 1.251 -2.689 1.456
O: 3.734 -0.927 1.966
H: 3.269 -0.076 1.998
H: 4.520 -0.890 2.510
O: -3.741 2.359 -0.900
H: -2.999 2.655 -0.336
H: -4.007 3.148 -1.377
O: 3.645 -1.894 -1.707
H: 4.590 -1.824 -1.568
H: 3.205 -1.180 -1.238



Density functional theory data (ωB97M-V/def2-TZVPD) for a structure of composition C50H40IN2O3P2Pd.

Multiplicity: 3
Frontier orbital gap (alpha / beta) in Ha: 0.26613 / 0.22454
Total charge: +1
HOMO (alpha / beta) in eV: -9.93 / -10.11
LUMO level (alpha / beta) in eV: -2.684 / -3.997
ΔE to the lowest compared entry with this formula, charge and spin in eV: 0.0000
E in eV: -91775.72450

CARTESIAN COORDINATES (ANGSTROEM)
Pd: 0.363 -0.260 -0.434
C: 0.130 -0.204 4.381
C: 1.486 -0.454 3.801
N: 2.479 -0.731 4.599
C: 3.707 -0.948 4.075
C: 3.987 -0.873 2.742
C: 5.411 -1.085 2.293
O: 5.558 -2.137 1.344
C: 2.926 -0.570 1.830
C: 3.290 -0.390 0.449
N: 2.561 -0.015 -0.556
C: 3.258 0.355 -1.739
C: 4.565 0.855 -1.689
C: 5.247 1.219 -2.834
C: 4.637 1.122 -4.075
C: 3.327 0.683 -4.152
C: 2.653 0.320 -2.995
I: 0.648 -0.216 -3.224
C: 1.632 -0.383 2.363
O: 0.550 -0.180 1.689
H: 0.176 -0.309 5.462
H: -0.603 -0.904 3.971
H: -0.216 0.797 4.118
H: 4.488 -1.181 4.790
H: 6.034 -1.260 3.173
H: 5.806 -0.193 1.801
H: 5.327 -2.968 1.773
H: 4.338 -0.585 0.247
H: 5.046 0.999 -0.732
H: 6.258 1.597 -2.750
H: 5.164 1.408 -4.975
H: 2.825 0.630 -5.108
O: -2.536 0.626 1.014
C: -3.285 -0.461 1.387
C: -4.478 -0.341 2.088
C: -5.206 -1.480 2.392
C: -4.760 -2.729 1.983
C: -3.604 -2.828 1.230
C: -2.855 -1.695 0.911
P: -1.478 -1.838 -0.275
C: -0.708 -3.438 0.130
C: 0.323 -3.438 1.070
C: 0.922 -4.628 1.452
C: 0.503 -5.827 0.894
C: -0.521 -5.835 -0.042
C: -1.128 -4.648 -0.422
C: -2.371 -2.129 -1.836
C: -3.685 -1.701 -2.014
C: -4.308 -1.843 -3.246
C: -3.629 -2.418 -4.310
C: -2.322 -2.855 -4.141
C: -1.695 -2.708 -2.914
C: -2.146 1.636 1.855
C: -2.601 1.866 3.142
C: -2.135 2.983 3.825
C: -1.232 3.858 3.244
C: -0.746 3.588 1.973
C: -1.184 2.466 1.280
P: -0.529 1.941 -0.316
C: 1.003 2.871 -0.572
C: 1.333 3.387 -1.823
C: 2.597 3.917 -2.046
C: 3.536 3.932 -1.027
C: 3.215 3.409 0.221
C: 1.961 2.870 0.447
C: -1.719 2.514 -1.546
C: -2.449 1.595 -2.290
C: -3.398 2.033 -3.202
C: -3.616 3.392 -3.372
C: -2.894 4.315 -2.624
C: -1.950 3.879 -1.709
H: -4.850 0.635 2.362
H: -6.133 -1.386 2.942
H: -5.324 -3.619 2.228
H: -3.278 -3.798 0.878
H: 0.644 -2.505 1.514
H: 1.715 -4.616 2.189
H: 0.973 -6.756 1.189
H: -0.853 -6.769 -0.476
H: -1.928 -4.668 -1.151
H: -4.231 -1.256 -1.191
H: -5.331 -1.511 -3.369
H: -4.120 -2.534 -5.268
H: -1.792 -3.314 -4.964
H: -0.678 -3.060 -2.790
H: -3.287 1.193 3.631
H: -2.493 3.166 4.830
H: -0.893 4.733 3.781
H: -0.010 4.242 1.526
H: 0.606 3.375 -2.625
H: 2.846 4.320 -3.020
H: 4.519 4.347 -1.204
H: 3.948 3.416 1.019
H: 1.727 2.432 1.411
H: -2.283 0.533 -2.153
H: -3.963 1.310 -3.777
H: -4.354 3.737 -4.085
H: -3.069 5.375 -2.752
H: -1.395 4.601 -1.121



Density functional theory data (ωB97M-V/def2-TZVPD) for a structure of composition C17H20Br15F9O6 at a distorted geometry.

Multiplicity: 1
Frontier orbital gap in Ha: 0.36341
Total charge: 0
HOMO in eV: -10.17
LUMO level in eV: -0.284
ΔE to the lowest compared entry with this formula, charge and spin in eV: 0.3098
E in eV: -1105331.58715

CARTESIAN COORDINATES (ANGSTROEM)
C: -1.142 2.002 -3.145
Br: -2.583 1.505 -1.965
Br: -0.999 3.920 -3.330
Br: -1.426 1.219 -4.898
H: -0.192 1.655 -2.775
C: -1.047 -4.570 1.535
Br: -2.635 -4.122 2.562
Br: -1.578 -5.481 -0.093
Br: 0.236 -5.535 2.556
H: -0.636 -3.640 1.184
C: 3.571 -3.930 -0.021
Br: 5.057 -3.845 -1.235
Br: 4.010 -4.554 1.743
Br: 2.126 -4.962 -0.835
H: 3.172 -2.945 0.126
C: 2.846 3.778 -4.751
Br: 4.482 4.798 -4.769
Br: 2.665 2.871 -3.027
Br: 2.761 2.521 -6.181
H: 2.030 4.474 -4.812
C: -1.165 -2.870 6.192
Br: -0.641 -1.706 4.755
Br: -0.415 -4.634 5.975
Br: -3.101 -2.996 6.291
H: -0.794 -2.445 7.106
C: 5.186 3.256 1.271
C: 4.806 2.536 2.584
O: 5.656 3.006 3.626
C: 5.290 2.675 4.823
O: 4.333 2.100 5.119
C: 6.271 3.093 5.920
F: 5.600 3.503 6.975
F: 6.983 2.033 6.263
F: 7.128 4.092 5.520
H: 4.960 4.325 1.312
H: 4.677 2.864 0.394
H: 6.273 3.200 1.101
H: 4.800 1.458 2.449
H: 3.758 2.853 2.703
C: -7.278 -1.448 -2.770
C: -5.929 -0.769 -2.556
O: -5.725 0.217 -3.559
C: -5.294 -0.212 -4.692
O: -4.937 -1.324 -4.914
C: -5.181 0.877 -5.783
F: -4.020 0.777 -6.419
F: -6.177 0.671 -6.707
F: -5.263 2.075 -5.282
H: -7.557 -2.065 -1.916
H: -7.286 -2.035 -3.687
H: -8.064 -0.691 -2.856
H: -5.115 -1.480 -2.709
H: -5.941 -0.302 -1.577
C: -2.251 -1.202 1.254
C: -1.488 -1.172 -0.069
O: -0.539 -0.089 -0.071
C: 0.619 -0.353 0.370
O: 1.020 -1.389 0.686
C: 1.483 0.916 0.356
F: 2.078 1.045 -0.859
F: 0.716 2.017 0.597
F: 2.414 0.844 1.301
H: -1.633 -1.390 2.127
H: -3.165 -1.793 1.200
H: -2.672 -0.184 1.338
H: -2.229 -0.958 -0.823
H: -0.906 -2.081 -0.226



Density functional theory data (ωB97M-V/def2-TZVPD) for a structure of composition C27H52CdCl2N3O5Si at a distorted geometry.

Multiplicity: 1
Frontier orbital gap in Ha: 0.20726
Total charge: -1
HOMO in eV: -3.26
LUMO level in eV: 2.378
E in eV: -81038.55072

CARTESIAN COORDINATES (ANGSTROEM)
C: -1.403 5.739 -0.910
C: -1.264 4.550 -0.009
H: -2.444 5.984 -1.247
H: -0.693 5.711 -1.764
H: -1.077 6.593 -0.298
C: -2.077 4.319 1.127
C: -2.736 5.268 2.055
H: -2.265 3.245 1.441
H: -3.761 5.522 1.766
H: -2.246 6.237 2.272
H: -2.803 4.669 3.005
Cd: 1.138 -1.308 -2.005
Cl: 2.235 -0.525 -4.113
C: 1.565 -1.499 2.912
O: 0.477 -1.910 3.348
N: 2.709 -1.482 3.658
C: 2.668 -1.944 5.033
C: 3.860 -0.669 3.265
H: 1.678 -1.115 1.885
H: 1.987 -2.799 5.094
H: 2.296 -1.153 5.699
H: 3.678 -2.223 5.342
H: 3.948 -0.668 2.170
H: 4.765 -1.112 3.723
H: 3.756 0.379 3.618
H: -0.841 -5.607 -3.192
H: 0.470 -5.043 -6.056
C: -1.521 -4.941 -3.758
C: -0.450 -4.443 -6.002
N: -0.759 -4.058 -4.642
H: -2.112 -4.344 -3.052
C: -0.259 -2.975 -4.086
O: -0.270 -2.878 -2.827
H: -0.316 -3.540 -6.599
H: 0.146 -2.191 -4.727
H: -2.157 -5.553 -4.392
H: -1.283 -5.052 -6.352
H: -3.231 1.251 0.671
H: -2.422 1.073 3.665
C: -3.560 0.440 1.322
C: -2.402 -0.003 3.448
N: -2.437 -0.222 1.996
H: -4.061 -0.278 0.688
C: -2.041 -1.466 1.525
O: -2.409 -1.971 0.463
H: -1.490 -0.451 3.853
H: -1.340 -1.968 2.220
H: -4.221 0.839 2.085
H: -3.279 -0.482 3.929
O: -1.156 3.125 -0.854
C: 0.035 3.734 -0.231
C: -0.108 2.098 1.713
C: 0.635 2.973 0.886
H: -1.027 1.647 1.344
C: 0.338 1.794 2.986
H: 0.705 4.134 -1.025
C: 1.967 3.254 1.295
H: -0.282 1.222 3.681
C: 1.593 2.183 3.459
C: 2.401 2.931 2.585
H: 2.657 3.803 0.637
H: 1.922 1.962 4.471
H: 3.369 3.257 2.963
Si: -1.832 2.353 -2.278
Cl: 0.283 0.363 -0.701
C: -2.492 0.512 -2.149
C: -0.452 2.244 -3.555
C: -3.299 3.496 -2.284
H: -2.099 -0.245 -1.423
H: -2.341 0.065 -3.171
H: -3.601 0.536 -2.003
H: -3.645 3.693 -1.237
H: -4.132 2.984 -2.805
H: -3.104 4.508 -2.711
H: 0.384 1.529 -3.511
H: -0.010 3.208 -3.873
H: -1.022 1.931 -4.460
C: 3.563 -3.689 -1.707
C: 2.929 -3.313 -0.361
C: 1.726 -4.238 -0.143
C: 3.933 -3.311 0.786
O: 2.460 -2.034 -0.368
H: 4.019 -4.680 -1.668
H: 4.337 -2.970 -2.008
H: 2.845 -3.645 -2.542
H: 1.265 -3.988 0.818
H: 0.943 -4.112 -0.909
H: 2.046 -5.274 -0.092
H: 4.746 -2.591 0.600
H: 3.415 -3.083 1.723
H: 4.337 -4.310 0.874



Density functional theory data (ωB97M-V/def2-TZVPD) for a cluster of 2 separate species, C2H6N2S2 in total at a distorted geometry.

Multiplicity: 1
Frontier orbital gap in Ha: 0.34142
Total charge: 0
HOMO in eV: -8.55
LUMO level in eV: 0.739
ΔE to the lowest compared entry with this formula, charge and spin in eV: 3.0377
E in eV: -26818.77662
Structure (SMILES): C=NS.C=NS

CARTESIAN COORDINATES (ANGSTROEM)
C: 0.865 0.058 1.083
N: 1.320 -0.676 0.152
S: 2.816 -0.196 -0.533
H: -0.079 -0.234 1.529
H: 1.354 0.959 1.469
H: 2.877 -1.208 -1.406
C: -1.891 1.134 -0.540
N: -0.987 0.283 -0.276
S: -1.478 -1.361 -0.235
H: -1.596 2.182 -0.569
H: -2.940 0.898 -0.739
H: -0.261 -1.837 0.064



Density functional theory data (ωB97M-V/def2-TZVPD) for the ion C5H12NOS with charge +2 at a distorted geometry.

Multiplicity: 2
Frontier orbital gap (alpha / beta) in Ha: 0.40051 / 0.25334
Total charge: +2
HOMO (alpha / beta) in eV: -18.63 / -18.62
LUMO level (alpha / beta) in eV: -7.730 / -11.726
ΔE to the lowest compared entry with this formula, charge and spin in eV: 1.0266
E in eV: -19731.42342

CARTESIAN COORDINATES (ANGSTROEM)
O: 2.501 1.689 0.690
C: 1.338 1.353 0.426
C: 1.309 0.187 -0.603
C: 0.433 -1.067 -0.392
C: -0.884 -0.859 0.431
S: -1.970 0.522 0.233
C: -3.557 0.485 1.019
N: 2.776 -0.156 -1.068
H: 0.520 1.996 0.472
H: 0.720 0.676 -1.564
H: 1.029 -1.858 0.075
H: 0.030 -1.487 -1.394
H: -0.571 -0.753 1.489
H: -1.311 -1.778 0.381
H: -3.496 0.961 1.954
H: -4.175 -0.498 1.154
H: -4.073 1.050 0.229
H: 3.437 0.431 -0.429
H: 2.998 0.289 -1.941
H: 2.947 -1.182 -1.160



Density functional theory data (ωB97M-V/def2-TZVPD) for the molecule C4H5BrO2 at a distorted geometry.

Multiplicity: 1
Frontier orbital gap (alpha / beta) in Ha: 0.27692 / 0.26411
Total charge: 0
HOMO (alpha / beta) in eV: -7.95 / -7.83
LUMO level (alpha / beta) in eV: -0.418 / -0.648
ΔE to the lowest compared entry with this formula, charge and spin in eV: 4.0044
E in eV: -78361.73787
Structure (SMILES): CO/C=C(\Br)C=O

CARTESIAN COORDINATES (ANGSTROEM)
C: 2.290 -0.719 0.388
O: 1.192 0.105 0.032
C: -0.046 -0.066 0.221
C: -1.338 0.840 -0.661
Br: -0.680 2.225 -1.623
C: -2.673 0.522 -0.303
O: -3.623 1.167 -0.723
H: 2.472 -0.525 1.480
H: 3.211 -0.520 -0.201
H: 2.210 -1.777 0.292
H: -0.402 -0.954 0.711
H: -2.612 -0.298 0.388